Record 1
Formula: CH3Br3N
Source: OMol25
Level of theory: wB97M-V/def2-TZVPD

The geometry in XYZ format:
```
8
Properties=species:S:1:pos:R:3:nbo_charge:R:1
C -1.115 -0.001 -0.053 -0.36
N 1.033 -0.011 -0.033 -0.89
Br -1.452 1.589 0.877 0.31
Br -1.411 -1.513 0.916 0.35
Br -1.308 0.051 -1.864 0.35
H 1.434 -0.561 0.747 0.41
H 1.457 -0.475 -0.807 0.41
H 1.361 0.922 0.218 0.42
```

Total charge: +1
Energy relative to the best compared isomer or geometry (same formula, charge and spin) in eV: 0.956
Orbital gap in eV: 9.2

=====

Record 2
Formula: C20H20Cl2N4O5
Source: OMol25
Level of theory: wB97M-V/def2-TZVPD

The geometry in XYZ format:
```
51
Properties=species:S:1:pos:R:3:nbo_charge:R:1
O 1.007 0.222 -1.162 -0.62
C 1.317 1.296 -0.684 0.67
N 2.554 1.555 -0.175 -0.61
C 3.547 0.591 -0.018 0.13
C 4.875 0.892 -0.330 -0.03
Cl 5.272 2.483 -0.881 0.02
C 5.877 -0.051 -0.201 -0.24
C 5.546 -1.326 0.236 -0.03
Cl 6.784 -2.515 0.381 0.02
C 4.240 -1.646 0.570 -0.24
C 3.242 -0.689 0.456 -0.04
C 1.858 -0.970 0.981 0.67
O 1.324 -0.221 1.773 -0.62
N 1.339 -2.147 0.575 -0.60
C -0.032 -2.505 0.865 -0.23
C -0.949 -2.201 -0.326 -0.24
N -2.339 -2.134 0.081 -0.44
C -3.154 -1.370 -0.847 -0.25
C -4.570 -1.250 -0.283 -0.07
O -5.149 -2.516 -0.075 -0.52
C -4.358 -3.275 0.808 -0.07
C -2.933 -3.445 0.280 -0.25
C 0.364 2.442 -0.639 -0.08
C -0.711 2.430 -1.527 -0.15
C -1.657 3.440 -1.513 -0.22
C -1.546 4.476 -0.603 -0.15
C -0.481 4.477 0.289 0.01
N -0.358 5.558 1.243 0.53
O 0.653 5.602 1.908 -0.37
O -1.266 6.356 1.306 -0.37
C 0.474 3.470 0.287 -0.18
H 2.845 2.514 -0.043 0.42
H 6.898 0.199 -0.441 0.25
H 4.005 -2.628 0.951 0.24
H 1.765 -2.602 -0.218 0.40
H -0.064 -3.563 1.138 0.19
H -0.348 -1.899 1.716 0.24
H -0.660 -1.221 -0.712 0.23
H -0.788 -2.945 -1.127 0.16
H -2.720 -0.374 -0.957 0.20
H -3.200 -1.852 -1.841 0.17
H -5.223 -0.726 -0.984 0.19
H -4.529 -0.697 0.667 0.17
H -4.852 -4.243 0.907 0.19
H -4.317 -2.781 1.790 0.17
H -2.344 -3.999 1.011 0.20
H -2.963 -4.020 -0.665 0.17
H -0.785 1.611 -2.227 0.24
H -2.481 3.420 -2.209 0.23
H -2.266 5.279 -0.566 0.25
H 1.255 3.497 1.032 0.25
```

Total charge: 0
Energy relative to the best compared isomer or geometry (same formula, charge and spin) in eV: 0.000
SMILES: O=C(Nc1c(Cl)cc(Cl)cc1C(=O)NCCN1CCOCC1)c1cccc([N+](=O)[O-])c1
Orbital gap in eV: 8.0

=====

Record 3
Formula: C2H4P2
Source: OMol25
Level of theory: wB97M-V/def2-TZVPD

The geometry in XYZ format:
```
8
Properties=species:S:1:pos:R:3:nbo_charge:R:1
C 0.578 1.221 -0.380 -0.92
C -0.013 -0.964 0.383 -1.03
P -0.972 0.620 0.318 0.59
P 1.635 -0.155 -0.094 0.66
H 0.958 2.295 -0.558 0.24
H -0.013 -1.385 1.362 0.24
H -0.314 -1.924 -0.210 0.25
H -1.859 0.292 -0.821 -0.03
```

Total charge: 0
Energy relative to the best compared isomer or geometry (same formula, charge and spin) in eV: 0.710
Orbital gap in eV: 8.4

=====

Record 4
Formula: C12H10N2O5Yb
Source: OMol25
Level of theory: wB97M-V/def2-TZVPD

The geometry in XYZ format:
```
30
Properties=species:S:1:pos:R:3:nbo_charge:R:1
Yb -0.141 0.224 -0.082 0.93
C 1.137 0.081 2.015 0.53
O 1.714 0.380 2.969 -0.33
C 0.573 -2.085 0.195 0.49
O 0.855 -3.191 0.262 -0.30
C 2.128 0.277 -1.256 0.51
O 3.122 0.492 -1.792 -0.32
C -2.104 -0.525 1.335 0.50
O -3.045 -0.743 1.957 -0.30
C -1.416 0.355 -2.218 -0.47
H -2.378 0.748 -1.809 0.26
H -0.787 1.095 -2.767 0.26
C -1.086 -0.954 -2.142 -0.41
H -0.168 -1.369 -2.612 0.26
H -1.746 -1.709 -1.659 0.26
N 0.099 6.808 2.869 -0.66
C 0.871 6.403 1.822 0.60
O 1.725 7.120 1.303 0.03
C 0.604 5.018 1.322 -0.07
C -0.407 4.163 1.791 -0.15
C -0.504 2.871 1.257 0.05
N 0.323 2.446 0.271 -0.54
C 1.291 3.269 -0.202 0.08
C 1.449 4.555 0.304 -0.15
H 0.297 7.721 3.236 0.46
H -0.582 6.221 3.329 0.45
H -1.123 4.477 2.556 0.26
H -1.259 2.160 1.645 0.23
H 1.945 2.874 -0.987 0.24
H 2.232 5.190 -0.109 0.28
```

2S+1: 2
Total charge: +3
Orbital gap (alpha / beta) in eV: 7.3 / 4.2
Expectation value of S²: 0.76

=====

Record 5
Formula: C2H7NOS
Source: OMol25
Level of theory: wB97M-V/def2-TZVPD

The geometry in XYZ format:
```
12
Properties=species:S:1:pos:R:3:nbo_charge:R:1
C -0.376 -1.858 0.397 -0.96
S -0.311 0.061 0.147 1.84
C 1.044 1.035 0.742 -0.82
N -0.117 0.118 -1.482 -1.09
O -1.492 0.804 0.578 -0.96
H -1.113 -2.136 -0.337 0.17
H -0.814 -2.051 1.367 0.20
H 1.901 0.622 0.235 0.25
H 0.829 2.108 0.390 0.25
H 1.157 1.091 1.753 0.25
H -0.503 -0.840 -1.909 0.45
H -0.205 1.048 -1.883 0.42
```

Total charge: 0
Energy relative to the best compared isomer or geometry (same formula, charge and spin) in eV: 4.738
SMILES: C=[S@@](C)(N)=O
Orbital gap in eV: 8.1

=====

Record 6
Formula: C9H13Cl3CrN3O3S4
Source: OMol25
Level of theory: wB97M-V/def2-TZVPD

The geometry in XYZ format:
```
36
Properties=species:S:1:pos:R:3:nbo_charge:R:1
Cr 0.365 -0.033 -0.250 0.65
N 1.499 -1.696 0.555 -0.79
C 0.653 -2.660 1.286 -0.23
C -0.564 -1.934 1.843 -0.23
N -1.171 -1.075 0.827 -0.64
C -2.081 -1.722 -0.129 -0.24
C -1.356 -2.246 -1.361 -0.22
N -0.447 -1.206 -1.873 -0.81
H 2.104 -1.189 1.198 0.42
H 2.111 -2.158 -0.109 0.40
H 0.351 -3.439 0.586 0.19
H 1.201 -3.150 2.094 0.21
H -1.281 -2.662 2.240 0.20
H -0.256 -1.286 2.666 0.23
H -1.668 -0.284 1.244 0.46
H -2.651 -2.530 0.342 0.20
H -2.795 -0.953 -0.432 0.23
H -0.754 -3.124 -1.121 0.19
H -2.092 -2.558 -2.108 0.21
H 0.195 -1.584 -2.562 0.39
H -0.970 -0.462 -2.332 0.42
O 5.414 4.461 0.829 -0.56
C 4.550 3.655 0.652 0.20
S 3.292 3.277 1.850 0.34
C 2.418 2.119 0.886 -0.42
C 2.897 1.890 -0.399 -0.44
S 2.166 0.814 -1.482 0.02
S 4.316 2.782 -0.879 0.34
S 1.064 1.329 1.536 -0.03
Cl -1.460 4.271 -1.164 0.05
C -2.632 2.943 -1.064 -0.20
Cl -4.095 3.494 -0.258 0.05
Cl -3.049 2.388 -2.705 0.01
C -1.946 1.773 -0.287 0.75
O -2.352 1.469 0.818 -0.65
O -0.977 1.285 -0.939 -0.70
```

2S+1: 2
Total charge: 0
Orbital gap (alpha / beta) in eV: 6.6 / 5.8
Expectation value of S²: 0.91

=====

Record 7
Formula: C8H41F6N3O19S2
Source: OMol25
Level of theory: wB97M-V/def2-TZVPD

The geometry in XYZ format:
```
79
Properties=species:S:1:pos:R:3:lowdin_charge:R:1
C -8.916 5.075 -8.098 -0.06
C -8.993 6.461 -7.611 -0.17
N -9.003 6.545 -6.168 0.00
C -9.964 6.050 -5.335 0.00
C -9.584 6.310 -4.106 -0.04
N -8.384 6.888 -4.180 -0.05
C -8.083 7.012 -5.422 -0.07
C -7.544 7.358 -3.130 0.01
H -8.726 5.117 -9.166 0.09
H -9.803 4.444 -7.999 0.08
H -8.068 4.573 -7.621 0.09
H -9.801 7.048 -8.048 0.13
H -8.109 6.957 -8.021 0.12
H -10.803 5.499 -5.715 0.11
H -10.082 6.049 -3.197 0.12
H -7.173 7.462 -5.781 0.15
H -7.693 8.428 -3.078 0.08
H -6.518 7.067 -3.320 0.10
H -7.778 6.943 -2.156 0.08
C -9.616 10.501 -11.571 -0.68
F -9.776 10.965 -10.339 0.13
F -10.747 10.694 -12.254 0.13
F -8.609 11.172 -12.161 0.12
S -9.191 8.717 -11.484 0.56
O -8.261 8.682 -10.396 -0.33
O -10.426 8.014 -11.274 -0.29
N -8.584 8.449 -12.947 -0.28
S -7.170 7.694 -12.774 0.56
O -6.091 8.516 -12.311 -0.30
O -7.318 6.385 -12.227 -0.30
C -6.790 7.421 -14.556 -0.67
F -5.651 6.729 -14.666 0.13
F -7.769 6.780 -15.170 0.14
F -6.597 8.621 -15.171 0.10
O -5.372 9.248 -5.387 -0.06
H -4.945 8.563 -5.922 0.02
H -5.242 10.058 -5.910 0.07
O -13.356 6.748 -5.484 -0.05
H -13.711 6.162 -4.799 0.05
H -13.511 7.645 -5.154 0.07
O -8.563 3.025 -3.072 -0.05
H -9.499 2.958 -3.304 0.05
H -8.172 2.185 -3.355 0.07
O -6.198 9.323 -7.913 -0.07
H -6.203 9.370 -8.887 0.06
H -5.898 8.426 -7.695 -0.02
O -4.014 8.532 -2.867 -0.06
H -3.065 8.355 -2.765 0.06
H -4.186 8.464 -3.831 0.02
O -4.906 6.783 -0.748 -0.09
H -4.623 7.471 -1.400 0.00
H -5.654 6.340 -1.180 -0.02
O -8.379 6.040 0.736 -0.05
H -9.193 5.614 1.045 0.06
H -8.245 6.794 1.329 0.07
O -12.102 6.486 -1.796 -0.05
H -12.151 5.605 -2.197 0.05
H -12.863 6.962 -2.157 0.05
O -10.042 9.008 -2.581 -0.05
H -10.737 8.369 -2.345 0.02
H -9.529 9.120 -1.767 0.06
O -12.440 3.494 -5.592 -0.07
H -12.013 2.705 -5.955 0.05
H -13.003 3.815 -6.313 0.04
O -6.592 11.752 -3.040 -0.09
H -6.977 11.090 -3.664 -0.01
H -5.670 11.488 -2.921 0.02
O -12.387 6.214 -8.128 -0.06
H -13.196 6.282 -8.652 0.05
H -12.681 6.046 -7.219 -0.03
O -8.060 10.174 -4.868 -0.06
H -9.026 10.253 -4.817 0.07
H -7.854 10.167 -5.821 0.06
O -5.150 6.560 -7.381 -0.04
H -4.465 6.492 -6.702 0.06
H -4.804 6.022 -8.113 0.08
O -7.082 4.663 -1.317 -0.10
H -7.626 4.018 -1.836 0.00
H -7.705 5.080 -0.666 0.00
```

Total charge: 0
Orbital gap in eV: 7.4

=====

Record 8
Formula: C5H8
Source: OMol25
Level of theory: wB97M-V/def2-TZVPD

The geometry in XYZ format:
```
13
Properties=species:S:1:pos:R:3:nbo_charge:R:1
C -1.257 0.466 -0.030 -0.21
C -0.281 1.304 -0.061 -0.19
C 1.060 0.585 0.141 -0.44
C 0.777 -0.839 -0.147 -0.40
C -0.820 -0.948 0.120 -0.44
H -2.326 0.779 -0.196 0.21
H -0.436 2.433 -0.066 0.21
H 1.520 0.758 1.127 0.21
H 1.810 1.150 -0.551 0.21
H 1.412 -1.454 0.416 0.21
H 1.030 -1.117 -1.217 0.21
H -1.192 -1.513 1.102 0.21
H -1.297 -1.605 -0.639 0.21
```

Total charge: 0
Energy relative to the best compared isomer or geometry (same formula, charge and spin) in eV: 0.767
SMILES: C1=CCCC1
Orbital gap in eV: 10.4

=====

Question: total charge of number 8 (C5H8)?
Answer: 0